The following is a quantum chemistry calculation of C29H28MnN3PSe2 as an isolated structure in a non-equilibrium geometry, from OMol25.

Structure (XYZ):
```
64
Properties=species:S:1:pos:R:3:mulliken_charge:R:1
Mn -0.6401 -0.8422 -0.5448 -0.47
Se 1.4980 -0.3060 -1.4834 -0.17
P 1.4604 1.8866 -1.2256 0.29
Se -0.5693 2.5700 -1.1697 -0.39
C 2.3349 2.2430 0.3328 0.99
C 3.5215 1.5868 0.6549 -0.39
C 4.1466 1.8453 1.8634 -0.73
C 3.5885 2.7485 2.7581 -0.56
C 2.4064 3.3998 2.4385 -0.67
C 1.7758 3.1471 1.2292 -0.40
C 2.4129 2.5745 -2.6063 1.00
C 3.7342 2.1787 -2.8083 -0.30
C 4.4620 2.7278 -3.8496 -0.77
C 3.8729 3.6598 -4.6939 -0.46
C 2.5543 4.0417 -4.4999 -0.62
C 1.8200 3.5011 -3.4547 -0.49
H 3.9485 0.8618 -0.0257 0.31
H 5.0716 1.3404 2.1100 0.40
H 4.0748 2.9419 3.7055 0.41
H 1.9674 4.1058 3.1316 0.45
H 0.8565 3.6588 0.9799 0.33
H 4.1855 1.4313 -2.1694 0.19
H 5.4906 2.4290 -4.0023 0.40
H 4.4435 4.0820 -5.5107 0.39
H 2.0916 4.7620 -5.1612 0.40
H 0.7917 3.7970 -3.2955 0.28
N -2.6792 -0.0365 -0.8679 -0.11
C -3.6696 -0.2066 0.1660 0.99
C -4.9681 -0.5473 -0.1790 -0.72
C -5.9392 -0.7011 0.7958 -0.72
C -5.6081 -0.5032 2.1265 -0.79
C -4.3082 -0.1718 2.4690 -0.81
C -3.3123 -0.0191 1.5034 0.54
C -1.9169 0.2489 1.9351 0.51
C -1.6875 1.0733 3.0387 -0.64
C -0.4235 1.2185 3.5830 -0.88
C 0.6473 0.5057 3.0632 -0.82
C 0.4506 -0.2926 1.9499 -0.46
C -0.8046 -0.3681 1.3465 1.37
H -3.1078 -0.2373 -1.7653 0.27
H -2.3831 0.9444 -0.8988 -0.06
H -5.2288 -0.6886 -1.2228 0.36
H -6.9489 -0.9703 0.5170 0.42
H -6.3559 -0.6142 2.8997 0.42
H -4.0472 -0.0605 3.5128 0.53
H -2.5202 1.6151 3.4673 0.59
H -0.2738 1.8779 4.4281 0.44
H 1.6303 0.5799 3.5080 0.51
H 1.2836 -0.8503 1.5408 0.46
C 1.2299 -5.9272 -1.6123 -1.28
C 0.2447 -4.9556 -1.0701 1.05
C -1.0061 -5.1547 -0.5184 -1.52
C -1.4945 -3.8889 -0.1801 0.41
N -0.5941 -2.9590 -0.5107 0.21
N 0.4520 -3.6293 -1.0533 -0.11
C -2.7949 -3.5339 0.4549 -0.88
H 0.8703 -6.9406 -1.4566 0.33
H 2.1984 -5.8249 -1.1218 0.34
H 1.3746 -5.7780 -2.6831 0.32
H -1.5028 -6.0977 -0.3648 0.41
H 1.2764 -3.1318 -1.3493 0.07
H -3.0967 -4.3201 1.1436 0.42
H -3.5773 -3.4320 -0.2990 0.26
H -2.7096 -2.5946 1.0009 0.13
```

As for the LUMO energy (alpha / beta): -4.6 / -3.0 eV. As for the spin multiplicity: 5. The charge is +1. The value obtained for the HOMO energy (alpha / beta) is -10.59 / -10.67 eV.

---

The following is a quantum chemistry calculation of C29H28OP2RhS3 as an isolated structure, from OMol25.

Structure (XYZ):
```
64
Properties=species:S:1:pos:R:3:mulliken_charge:R:1
Rh 0.2031 1.5609 -1.1585 -0.61
S -1.2621 0.3313 -2.6643 -0.52
P -0.9599 -0.9850 -1.1777 0.71
C -0.0222 0.0761 -0.1507 0.85
P 1.0485 0.3177 1.2060 0.89
S 1.6286 2.1849 0.7257 -0.64
C 0.1836 0.1328 2.7632 0.58
C -1.1882 0.3799 2.7948 -0.26
C -1.8754 0.2820 3.9931 -0.76
C -1.1941 -0.0494 5.1569 -0.49
C 0.1739 -0.2861 5.1283 -0.67
C 0.8669 -0.1975 3.9314 -0.35
C 2.3377 -0.9320 1.1362 0.43
C 3.5807 -0.6231 0.5962 -0.50
C 4.5289 -1.6251 0.4435 -0.71
C 4.2287 -2.9273 0.8156 -0.49
C 2.9834 -3.2374 1.3502 -0.83
C 2.0376 -2.2416 1.5151 0.04
C 0.0683 -2.4051 -1.5748 0.75
C 1.3743 -2.1673 -2.0088 -0.33
C 2.2024 -3.2328 -2.3100 -0.66
C 1.7304 -4.5349 -2.1911 -0.54
C 0.4289 -4.7729 -1.7764 -0.77
C -0.4066 -3.7088 -1.4658 -0.28
C -2.4413 -1.5688 -0.3502 0.07
C -2.3183 -2.2859 0.8416 0.37
C -3.4536 -2.7005 1.5142 -0.80
C -4.7103 -2.4063 0.9962 -0.56
C -4.8331 -1.6939 -0.1872 -0.66
C -3.6975 -1.2658 -0.8616 -0.63
H -1.7154 0.6454 1.8849 0.41
H -2.9412 0.4657 4.0193 0.44
H -1.7322 -0.1222 6.0928 0.41
H 0.7002 -0.5416 6.0380 0.42
H 1.9327 -0.3892 3.9066 0.47
H 3.7975 0.3958 0.3003 0.43
H 5.5015 -1.3874 0.0338 0.43
H 4.9692 -3.7070 0.6931 0.44
H 2.7537 -4.2537 1.6411 0.46
H 1.0707 -2.4793 1.9437 0.23
H 1.7336 -1.1503 -2.1152 0.34
H 3.2151 -3.0493 -2.6434 0.45
H 2.3795 -5.3668 -2.4315 0.42
H 0.0591 -5.7863 -1.6972 0.44
H -1.4223 -3.8983 -1.1449 0.42
H -1.3367 -2.5178 1.2405 0.35
H -3.3621 -3.2525 2.4401 0.47
H -5.5973 -2.7346 1.5219 0.41
H -5.8126 -1.4655 -0.5848 0.43
H -3.7814 -0.6921 -1.7759 0.41
O 0.0713 3.4053 -2.1875 -0.66
S 0.6837 4.7063 -1.6418 0.55
C 1.1470 5.5970 -3.1607 -0.67
C 0.1026 6.6886 -3.4150 -0.56
C -1.1862 6.2369 -2.7336 -0.59
C -0.7468 5.7652 -1.3547 -0.70
H 1.1286 4.8109 -3.9158 0.30
H 2.1650 5.9665 -3.0563 0.40
H -0.0257 6.8504 -4.4842 0.32
H 0.4385 7.6312 -2.9790 0.29
H -1.6431 5.4086 -3.2773 0.29
H -1.9189 7.0395 -2.6612 0.37
H -1.4697 5.1709 -0.7984 0.35
H -0.4009 6.5914 -0.7289 0.42
```

As for the LUMO energy (alpha / beta): -3.7 / -3.7 eV. The charge is +1. The value obtained for the HOMO energy (alpha / beta) is -10.74 / -10.74 eV.

---

The following is a quantum chemistry calculation of C29H29CoN3Si as an isolated structure in a non-equilibrium geometry, from OMol25.

Structure (XYZ):
```
63
Properties=species:S:1:pos:R:3:mulliken_charge:R:1
C 0.0063 2.4425 2.6908 -0.55
C 0.3336 2.9144 1.3560 -0.94
C -0.7792 2.5865 0.5133 -0.92
H 1.2040 3.4557 0.9694 0.52
C -1.7241 1.8169 1.2460 0.04
C -1.2765 1.7804 2.6052 -0.88
H -1.8075 1.3566 3.4522 0.99
H 0.6897 2.5379 3.5328 0.46
H -0.9996 2.9080 -0.5135 1.13
H -2.6881 1.4061 0.8977 0.44
Co 0.0499 0.9539 1.3992 -0.66
C -2.0356 -1.9121 0.3007 -0.63
H -2.5660 -1.3270 1.0933 0.10
H -1.7296 -2.9673 0.4708 0.38
H -2.5547 -1.8570 -0.7028 0.29
Si 0.0522 0.7119 -1.7927 0.87
C 1.2230 -0.2874 -2.8674 0.19
C 2.2100 0.6259 -3.3100 -0.21
H 2.1979 1.6829 -2.9933 0.31
C 3.2286 0.2141 -4.1688 -0.69
H 3.9964 0.9414 -4.4476 0.39
C 3.2232 -1.0943 -4.6684 -0.49
H 3.9959 -1.3945 -5.3795 0.38
C 2.2238 -1.9849 -4.2639 -0.49
H 2.2242 -2.9958 -4.6651 0.39
C 1.2313 -1.6084 -3.3542 -0.47
H 0.4716 -2.3086 -3.0257 0.46
C -1.4710 1.0007 -2.8578 0.60
C -1.2724 0.9111 -4.2423 -0.79
H -0.3576 0.4806 -4.6455 0.26
C -2.2775 1.3418 -5.0985 -0.56
H -2.0957 1.3487 -6.1639 0.39
C -3.5139 1.7674 -4.5956 -0.61
H -4.3115 2.0831 -5.2838 0.35
C -3.7219 1.7530 -3.2153 -0.44
H -4.6800 2.0661 -2.8230 0.40
C -2.7200 1.3613 -2.3267 -0.12
H -2.8989 1.3002 -1.2560 0.32
H 0.7256 1.9920 -1.5888 -0.31
H -1.0462 -1.4855 0.3647 -0.14
C -2.0555 -1.8648 6.1947 -0.41
C -2.7508 -1.3275 5.0973 -0.74
C -2.0672 -0.9521 3.9351 -0.02
C -0.6521 -1.0526 3.8731 0.24
C 0.0239 -1.6334 4.9627 -0.37
C -0.6571 -2.0208 6.1209 -0.60
N 0.1672 -0.6026 2.7832 0.99
N 1.2982 -1.3307 2.7816 -0.85
C 2.1985 -0.9153 1.8324 0.16
C 3.3867 -1.6402 1.6007 -0.52
C 4.2382 -1.2257 0.6028 -0.50
C 3.8881 -0.1123 -0.1706 -0.82
C 2.7412 0.6169 0.1504 -0.28
N 1.8501 0.1958 1.0894 0.59
H -2.6111 -2.1218 7.1119 0.34
H -3.8372 -1.1939 5.1388 0.35
H -2.6000 -0.5961 3.0470 0.19
H 1.1027 -1.7931 4.9146 0.39
H -0.1139 -2.4580 6.9646 0.34
H 3.5303 -2.4747 2.2828 0.49
H 5.1578 -1.7648 0.4308 0.39
H 4.4922 0.1842 -1.0232 0.43
H 2.5100 1.5651 -0.3627 0.44
```

As for the LUMO energy (alpha / beta): -0.4 / -1.1 eV. As for the spin multiplicity: 4. The value obtained for the HOMO energy (alpha / beta) is -6.21 / -7.96 eV.

---

The following is a quantum chemistry calculation of C29H29N5O4ReSSbSe as an isolated structure in a non-equilibrium geometry, from OMol25.

Structure (XYZ):
```
71
Properties=species:S:1:pos:R:3:mulliken_charge:R:1
Re 0.1547 -2.1048 -0.0982 0.09
C -3.3636 3.1999 -0.2212 -1.17
C -3.4405 2.1518 -1.2974 0.60
C -3.7032 2.4117 -2.6427 -0.73
C -4.0084 1.3758 -3.5225 -0.30
C -3.8682 0.0863 -3.0701 -0.85
C -3.4575 -0.1113 -1.7253 0.39
N -3.1960 0.8936 -0.8748 -0.32
Sb -2.5431 -2.0166 -1.1844 0.40
C -2.6018 -2.2922 0.9861 0.45
C -3.6941 -2.9026 1.5857 -0.91
C -3.6692 -3.0224 2.9582 -0.45
C -2.5731 -2.4801 3.6337 -0.59
C -1.4847 -1.9645 2.9986 0.43
C -0.4287 -1.2452 3.7689 -0.66
N -1.4888 -1.9658 1.6671 -0.14
C 0.9769 -2.0560 -1.9277 0.46
C 1.2654 -1.9401 -3.2543 -1.05
C 1.5496 -3.1425 -3.8861 -0.30
C 1.6803 -4.3885 -3.2194 -0.83
C 1.5441 -4.4029 -1.8418 0.77
C 1.7701 -5.6048 -0.9833 -1.28
N 1.0830 -3.2725 -1.2688 0.66
H -2.7838 4.0850 -0.5194 0.38
H -2.8281 2.7781 0.6522 0.20
H -4.3681 3.5608 0.0738 0.33
H -3.8022 3.4515 -2.9721 0.40
H -4.2563 1.5941 -4.5675 0.41
H -4.2718 -0.7618 -3.5973 0.44
H -4.5089 -3.2020 0.9776 0.49
H -4.5072 -3.4513 3.4689 0.44
H -2.6264 -2.4761 4.7258 0.35
H -0.6010 -1.2542 4.8797 0.39
H -0.4559 -0.1882 3.4206 -0.03
H 0.5526 -1.6139 3.4599 0.05
H 1.1898 -0.9729 -3.7588 0.50
H 1.5460 -3.0917 -4.9651 0.40
H 1.9254 -5.2792 -3.7304 0.51
H 2.8045 -5.6428 -0.5717 0.25
H 1.6566 -6.5758 -1.4825 0.42
H 1.0315 -5.5984 -0.1674 0.26
Se 2.0302 -2.2630 1.3646 -0.46
O 0.4408 1.4910 2.0595 -0.61
N 1.0328 2.0044 3.1180 0.18
C 2.2583 1.5814 3.5712 -0.05
C 2.8859 2.2676 4.5962 -0.74
C 2.2097 3.3472 5.2404 -0.17
C 0.9357 3.6993 4.8094 -0.61
C 0.3467 2.9958 3.7892 -0.24
H 2.7489 0.8109 3.0636 0.51
H 3.8971 1.9614 4.8656 0.37
H 2.7333 3.9057 6.0177 0.36
H 0.4033 4.6152 5.0578 0.34
H -0.5966 3.2627 3.4225 0.46
N 0.2939 0.0423 -0.1441 0.44
C 1.1733 0.7227 -1.1076 0.15
C 0.5988 1.5215 -2.0495 -0.12
C 1.4179 2.3662 -2.8212 -0.81
C 2.8018 2.1928 -2.6912 -0.05
C 3.3456 1.1921 -1.9054 -1.09
C 2.5452 0.4726 -1.0505 0.11
S 3.8809 3.4739 -3.3293 1.31
O 2.9917 4.4455 -4.0046 -0.75
O 4.3460 4.0716 -2.0581 -0.70
O 4.9549 2.9385 -4.1435 -0.67
H 0.6665 0.3342 0.7480 0.36
H -0.5959 0.5217 -0.2547 -0.09
H -0.4954 1.5564 -2.1653 0.33
H 1.1174 3.1922 -3.4684 0.55
H 4.3940 0.9960 -1.9926 0.48
H 3.0372 -0.2871 -0.4448 0.31
```

As for the LUMO energy (alpha / beta): -2.0 / -2.2 eV. As for the spin multiplicity: 3. The value obtained for the HOMO energy (alpha / beta) is -7.02 / -7.02 eV.